Density functional theory data (wB97M-V/def2-TZVPD) for a molecular structure, C8H12N3O2 in a non-equilibrium geometry.

Geometry as XYZ:
```
25
Properties=species:S:1:pos:R:3:forces:R:3
C 2.225785 2.010381 -0.004629 -2.77 0.91 1.31
H -1.091217 0.946655 1.885261 0.29 -0.21 1.39
H 2.284005 1.266891 -1.903120 -0.01 -0.32 -0.42
H -2.269521 -1.334436 1.359610 0.64 0.30 1.16
H 0.365070 -2.498465 -0.879275 -0.05 1.03 -0.56
C -1.483304 -1.502313 -0.452426 2.61 -2.64 1.23
N 2.822673 -1.053658 0.413457 0.99 -0.48 0.29
O 3.951911 -1.129698 0.757758 2.13 0.60 0.75
H 0.755006 2.463924 1.333886 -0.97 0.89 0.71
C -1.150166 0.501675 0.925034 0.08 0.13 -0.33
C 0.579759 -0.357896 -0.467143 4.67 -1.22 -2.22
H -1.991480 1.005396 0.525865 -0.84 0.31 -1.11
C 0.197955 0.666320 0.249123 -1.28 -0.34 0.40
H -2.085426 -0.998892 -1.026700 -3.71 3.52 -2.45
H -1.863074 -2.498323 -0.497716 -0.38 -0.80 0.80
C 2.781548 1.075998 -0.956052 2.07 -0.35 -0.25
H -0.454055 -1.294864 1.224091 -0.54 -0.95 1.29
H 2.627515 3.012476 0.112015 0.52 -0.37 0.25
O 1.941189 -1.755436 0.848686 -1.38 -1.04 1.15
N 2.547150 -0.340186 -0.676144 -6.71 1.03 -2.20
H 3.845851 1.303428 -1.123157 -0.20 -0.44 0.07
C 1.001754 1.796887 0.562627 2.99 0.30 -0.60
H -0.117180 -1.276671 -2.230010 -0.47 -0.78 1.31
N -1.398139 -0.971218 0.968798 0.23 0.00 -2.32
C -0.134659 -1.526324 -1.121163 2.08 0.93 0.36
```
Positions in Å, forces in eV/Å.

Values from the calculation:
**Charge**: +1
**E_LUMO**: -3.52 eV
**Spin multiplicity**: 1
**Gap between HOMO and LUMO**: 9.23 eV
**Energy**: -17041.5055 eV
**HOMO level**: -12.743 eV
**Relative energy (zero: lowest compared OMol25 entry of this formula, charge and spin)**: 235.24 kcal per mole

=====

Density functional theory data (wB97M-V/def2-TZVPD) for a gas-phase ion, C8H12N3OS (charge +1) in a non-equilibrium geometry.

Geometry as XYZ:
```
25
Properties=species:S:1:pos:R:3:forces:R:3
S 1.531222 -1.360651 0.787872 0.93 -1.43 0.32
H 3.932736 -1.485279 1.260061 0.67 0.09 2.02
H -1.417396 0.808656 -2.103647 -0.10 -1.14 1.06
N -2.688500 -0.520439 -1.039483 -1.35 -0.02 -1.73
H 4.634334 0.357724 -0.107863 -1.51 -1.25 0.10
H -4.137707 -1.528957 1.737199 1.02 -0.33 -0.96
N 2.547416 0.641919 -0.412436 -0.42 -1.04 0.45
H 4.017631 -0.447563 -1.457449 -0.29 -0.78 -1.36
H 2.648326 1.586285 -0.785808 -0.68 -0.24 0.26
C 3.724542 -0.273886 -0.460114 0.78 2.88 1.27
C -1.617851 0.234003 -1.157199 -0.53 1.83 -1.46
C 3.351049 -1.450865 0.404018 -0.62 -0.92 -1.63
H -4.836514 -1.895234 0.149737 2.91 0.81 0.55
H -3.285563 -2.841277 0.625010 -0.99 1.96 0.44
C 0.264612 1.105545 0.485984 -0.12 -0.99 -0.43
N -2.845296 -0.814335 0.224488 1.29 -0.25 0.49
C 1.457560 0.164117 0.182503 0.68 3.12 -1.28
C -3.768396 -1.774383 0.698131 -3.36 -3.39 0.17
C -1.818833 -0.381256 0.983358 -0.36 2.48 -3.76
H 3.553081 -2.388574 -0.107536 -0.26 -0.06 -0.13
C -1.102903 0.488154 0.095373 2.34 -1.89 4.10
O 0.478875 2.223717 -0.326230 -0.68 1.97 0.65
H 0.503575 1.217789 1.616318 -1.12 0.39 -1.45
H -1.734469 -0.764867 1.925087 0.43 -0.25 2.52
H -0.216460 2.937566 -0.156124 1.32 -1.57 -0.23
```
Positions in Å, forces in eV/Å.

Values from the calculation:
**Charge**: +1
**E_LUMO**: -3.83 eV
**Spin multiplicity**: 1
**Gap between HOMO and LUMO**: 8.75 eV
**Energy**: -25835.1722 eV
**HOMO level**: -12.585 eV
**Relative energy (zero: lowest compared OMol25 entry of this formula, charge and spin)**: 16.23 kcal per mole

=====

Density functional theory data (wB97M-V/def2-TZVPD) for 2 unconnected molecules or ions with the total composition C8H12N4 in a non-equilibrium geometry.

Geometry as XYZ:
```
24
Properties=species:S:1:pos:R:3:forces:R:3
N 1.476148 3.140187 0.203373 -0.39 0.40 0.00
H -2.659373 -1.385038 1.933890 0.28 0.22 0.29
C -0.300402 -1.342468 0.389876 -0.32 -0.31 -0.70
H 3.308931 2.740967 -0.842753 -0.02 0.32 -0.06
H 2.025091 -3.548070 0.543205 -0.07 -0.27 -0.68
H -0.644314 -0.363004 0.110303 -0.17 -0.12 -0.13
C -2.093216 -2.311625 1.974488 0.15 -0.64 -0.62
H -0.814412 0.259961 -1.929287 0.34 0.02 0.17
H -2.698570 -3.026895 1.413867 -0.20 -0.16 0.17
C -0.854991 1.353325 -1.965556 -0.35 -0.72 0.03
H -0.760738 1.566748 -3.028708 -0.20 0.39 0.03
H 1.677433 3.917130 0.810062 0.38 -0.22 0.14
H -1.959342 -2.723123 2.970208 -0.15 0.27 0.21
C 2.233314 2.671804 -0.816471 0.12 -0.45 0.12
H 1.287211 -1.629300 -1.023598 0.15 0.42 0.17
C 1.060620 -3.067876 0.488484 0.05 0.56 1.05
C 0.223969 2.021757 -1.194492 -0.13 -0.23 -0.13
C -0.783921 -2.280765 1.254618 0.34 0.83 0.54
H -1.848027 1.577302 -1.575069 0.02 0.37 -0.22
N 0.842342 -1.887525 -0.160113 0.29 -0.33 0.36
N 1.521109 1.961050 -1.647102 0.14 0.08 -0.24
N 0.139376 -3.288622 1.396680 -0.30 -0.44 -0.56
H -0.548711 2.890995 0.742118 -0.37 0.18 -0.39
C 0.170471 2.753094 -0.048013 0.43 -0.15 0.45
```
Positions in Å, forces in eV/Å.

Values from the calculation:
**Charge**: 0
**E_LUMO**: 0.77 eV
**Spin multiplicity**: 1
**Gap between HOMO and LUMO**: 9.15 eV
**Energy**: -14450.8166 eV
**HOMO level**: -8.377 eV
**Relative energy (zero: lowest compared OMol25 entry of this formula, charge and spin)**: 16.96 kcal per mole

=====

Copy entry 2 word for word.
Density functional theory data (wB97M-V/def2-TZVPD) for a gas-phase ion, C8H12N3OS (charge +1) in a non-equilibrium geometry.

Geometry as XYZ:
```
25
Properties=species:S:1:pos:R:3:forces:R:3
S 1.531222 -1.360651 0.787872 0.93 -1.43 0.32
H 3.932736 -1.485279 1.260061 0.67 0.09 2.02
H -1.417396 0.808656 -2.103647 -0.10 -1.14 1.06
N -2.688500 -0.520439 -1.039483 -1.35 -0.02 -1.73
H 4.634334 0.357724 -0.107863 -1.51 -1.25 0.10
H -4.137707 -1.528957 1.737199 1.02 -0.33 -0.96
N 2.547416 0.641919 -0.412436 -0.42 -1.04 0.45
H 4.017631 -0.447563 -1.457449 -0.29 -0.78 -1.36
H 2.648326 1.586285 -0.785808 -0.68 -0.24 0.26
C 3.724542 -0.273886 -0.460114 0.78 2.88 1.27
C -1.617851 0.234003 -1.157199 -0.53 1.83 -1.46
C 3.351049 -1.450865 0.404018 -0.62 -0.92 -1.63
H -4.836514 -1.895234 0.149737 2.91 0.81 0.55
H -3.285563 -2.841277 0.625010 -0.99 1.96 0.44
C 0.264612 1.105545 0.485984 -0.12 -0.99 -0.43
N -2.845296 -0.814335 0.224488 1.29 -0.25 0.49
C 1.457560 0.164117 0.182503 0.68 3.12 -1.28
C -3.768396 -1.774383 0.698131 -3.36 -3.39 0.17
C -1.818833 -0.381256 0.983358 -0.36 2.48 -3.76
H 3.553081 -2.388574 -0.107536 -0.26 -0.06 -0.13
C -1.102903 0.488154 0.095373 2.34 -1.89 4.10
O 0.478875 2.223717 -0.326230 -0.68 1.97 0.65
H 0.503575 1.217789 1.616318 -1.12 0.39 -1.45
H -1.734469 -0.764867 1.925087 0.43 -0.25 2.52
H -0.216460 2.937566 -0.156124 1.32 -1.57 -0.23
```
Positions in Å, forces in eV/Å.

Values from the calculation:
**Charge**: +1
**E_LUMO**: -3.83 eV
**Spin multiplicity**: 1
**Gap between HOMO and LUMO**: 8.75 eV
**Energy**: -25835.1722 eV
**HOMO level**: -12.585 eV
**Relative energy (zero: lowest compared OMol25 entry of this formula, charge and spin)**: 16.23 kcal per mole